# 1
Entry from OMol25: a cluster of 2 separate species, C7H18BF3O8PS in total (wB97M-V/def2-TZVPD).

Geometry as XYZ:
```
39
Properties=species:S:1:pos:R:3:forces:R:3:mulliken_charge:R:1
S -2.6913 2.1554 2.2655 0.165 0.070 -0.193 1.244
P -0.6185 -0.6819 0.2583 0.245 0.194 0.527 0.494
F -3.7428 3.9700 3.8768 0.000 0.122 0.066 -0.241
F -4.1321 1.9304 4.4745 -0.033 -0.065 0.122 -0.238
F -5.2022 2.7902 2.8058 -0.128 0.013 -0.031 -0.244
O -1.5062 2.1723 3.0997 0.015 -0.047 0.095 -0.671
O -2.7150 3.1468 1.2140 -0.034 0.041 -0.026 -0.682
O -0.9160 -1.7039 3.0641 0.366 -0.295 -0.084 -0.423
O 3.5734 -0.2880 -6.5295 -0.168 0.043 -0.082 -0.544
O 1.3838 0.7045 -3.8068 0.048 0.188 -0.130 -0.361
O -0.2506 -0.0728 -2.4405 -0.187 -0.067 0.048 -0.367
O -0.9040 -3.3565 1.3948 0.103 0.089 0.358 -0.517
O -3.1556 0.8384 1.8829 -0.029 -0.136 0.023 -0.667
C 1.0265 -0.3048 -2.8840 -0.111 -0.234 0.136 -0.320
C 1.0628 -1.3402 4.4074 -0.032 0.214 -0.222 -1.267
C 2.6438 0.4826 -4.3978 0.006 -0.099 0.240 -0.317
C -0.0738 -0.7009 3.6311 -0.249 0.201 0.328 -0.094
C -0.3581 0.5556 -1.1651 0.239 0.041 0.197 -0.745
C -4.0080 2.7402 3.4125 0.112 -0.064 -0.095 0.497
C 2.5756 -0.5199 -5.5466 -0.148 -0.097 0.272 -0.500
B -0.8017 -2.0053 1.7434 -0.198 -0.018 0.217 0.907
H -1.9145 -1.0173 -0.2299 0.041 -0.149 -0.090 -0.093
H 0.5452 -1.4506 -0.2257 -0.099 0.009 -0.365 -0.264
H -0.5550 0.4333 1.1625 -0.043 0.114 -0.199 -0.297
H 1.5762 -2.0750 3.7887 0.014 -0.154 0.027 0.288
H 4.3845 -0.6943 -6.2271 0.230 -0.052 0.027 0.310
H 0.7096 -1.8030 5.3243 0.021 -0.160 0.050 0.305
H 1.5936 -0.4278 -6.0053 0.027 0.122 -0.241 0.334
H 1.7466 -0.3161 -2.0553 0.105 0.084 0.041 0.366
H 1.7843 -0.5594 4.6492 0.046 0.017 0.188 0.371
H -0.6875 -0.0881 4.2857 -0.047 0.119 -0.047 0.289
H 2.6482 -1.5377 -5.1580 0.013 -0.130 -0.068 0.281
H -0.1106 -3.5998 0.9121 -0.185 -0.130 -0.469 0.285
H 3.3465 0.1338 -3.6304 0.173 0.042 0.007 0.325
H -1.2008 1.2473 -1.1494 -0.144 0.002 -0.179 0.434
H 0.3448 -0.0365 2.8781 -0.130 0.003 -0.153 0.221
H 1.0442 -1.2910 -3.3602 -0.022 -0.013 -0.170 0.204
H 0.5423 1.1378 -0.9427 0.106 0.064 -0.031 0.401
H 3.0126 1.4322 -4.7768 -0.085 0.117 -0.093 0.298
```
Forces are in eV/Å.

Output
HOMO energy in eV: -4.613
Charge: -1
Molecular weight in g mol⁻¹: 361.06
Kohn-Sham gap in Ha: 0.2503

---

# 2
Entry from OMol25: a structure of composition C7H18ClI2OP2W in a non-equilibrium geometry (wB97M-V/def2-TZVPD).

Geometry as XYZ:
```
32
Properties=species:S:1:pos:R:3:forces:R:3:mulliken_charge:R:1
W 0.0590 0.4424 0.1983 -2.464 0.885 1.918 0.179
I -2.5206 -1.1789 0.6412 1.366 -0.494 -0.984 0.306
I -0.5423 -2.4914 -1.0802 -1.140 1.103 1.195 0.429
Cl -0.0128 2.4070 1.3104 0.298 -1.257 -0.830 -0.180
P -0.9848 1.0391 -1.9596 -0.966 0.630 -2.195 0.938
P 0.9281 -1.0468 1.9923 0.905 -1.249 1.573 0.864
O 2.7508 -0.0267 -1.3742 -5.727 0.766 3.305 -0.208
C -2.2956 0.0912 -2.7987 0.032 -0.769 0.649 -1.174
C 0.1854 1.4654 -3.2805 0.352 0.089 0.381 -1.232
C 0.5156 -0.1257 3.5124 -0.147 0.250 -0.111 -1.285
C -1.8123 2.6107 -1.5468 0.175 0.260 0.173 -1.342
C 2.7405 -1.1553 1.9919 -0.068 0.121 -0.219 -1.233
C 1.7315 0.1338 -0.7780 7.314 -0.577 -3.996 0.454
C 0.3415 -2.7332 2.3602 -0.189 0.013 -0.556 -1.160
H -3.1020 -0.1599 -2.0871 0.276 0.181 -0.459 0.389
H -2.7022 0.7123 -3.6021 0.142 0.006 0.076 0.469
H -2.3939 2.9236 -2.4341 0.253 -0.190 0.306 0.428
H 0.8162 0.5975 -3.5041 -0.100 0.233 -0.224 0.396
H -1.8827 -0.8416 -3.2109 -0.236 0.397 -0.046 0.419
H 0.6267 -3.4143 1.5466 -0.043 0.074 0.419 0.408
H 3.0470 -1.7256 2.8897 -0.087 0.254 -0.438 0.428
H 1.0686 0.8190 3.5363 -0.152 -0.152 0.088 0.439
H 3.1621 -0.1413 2.0288 0.033 -0.282 0.032 0.431
H -2.4872 2.4741 -0.7006 -0.061 0.155 -0.055 0.425
H -0.7504 -2.7348 2.4783 0.368 -0.119 0.104 0.401
H 0.8231 -0.7558 4.3650 -0.131 0.169 -0.308 0.437
H -0.5642 0.0626 3.5526 0.232 0.003 0.201 0.407
H -0.3919 1.7762 -4.1658 0.195 -0.161 0.257 0.432
H 3.0725 -1.6603 1.0765 0.132 -0.011 0.310 0.402
H 0.8210 -3.0492 3.3006 -0.117 0.155 -0.304 0.463
H 0.8121 2.3095 -2.9447 -0.136 -0.325 -0.217 0.433
H -1.0587 3.3764 -1.3136 -0.309 -0.162 -0.046 0.438
```
Forces are in eV/Å.

Output
HOMO energy (spin up / spin down) in eV: -20.134 / -20.984
Relative energy (zero: lowest compared OMol25 entry of this formula, charge and spin) in kcal/mol: 0.0
Charge: +3
Molecular weight in g mol⁻¹: 653.27
Multiplicity: 3
Kohn-Sham gap (spin up / spin down) in Ha: 0.2223 / 0.2525

---

# 3
Entry from OMol25: a structure of composition C7H18CoNO8P2Se2 (wB97M-V/def2-TZVPD).

Geometry as XYZ:
```
39
Properties=species:S:1:pos:R:3:forces:R:3:mulliken_charge:R:1
Se -1.1647 -1.2048 2.4650 0.031 0.041 -0.172 0.121
Se 1.9448 -1.3336 1.7784 -0.071 0.029 -0.081 -0.030
Co 0.1081 -0.7854 0.5926 0.029 -0.073 0.217 0.327
P -2.3153 0.6134 -1.0920 -0.025 0.010 0.002 0.739
P -0.0333 2.2123 0.1207 -0.010 0.015 -0.010 0.935
O -0.1386 -2.5763 -0.1254 -0.001 0.050 0.023 -0.334
O -1.1667 -0.3662 -0.9308 0.016 -0.014 0.022 -0.739
O -3.6081 -0.0688 -0.4281 0.007 0.002 -0.003 -0.534
O 0.6778 -5.4376 3.7576 0.000 0.000 -0.001 -0.509
O 0.4357 1.0576 0.9779 -0.001 -0.048 0.004 -0.487
O -2.6329 1.1844 -2.4263 0.004 -0.002 0.001 -0.889
O 0.1737 3.6220 0.5109 0.002 -0.005 0.001 -0.836
O 0.4535 2.0374 -1.4005 0.000 -0.001 0.002 -0.585
N -2.2441 3.2958 -0.8094 0.001 -0.001 -0.001 -0.143
C -1.8783 2.0511 -0.0246 0.002 -0.001 0.001 0.482
C 0.2718 -5.2304 2.4210 -0.001 -0.001 -0.001 -1.335
C -2.5291 2.1138 1.3475 0.000 0.000 0.001 -1.457
C 0.2571 -3.7479 1.9923 0.004 0.001 0.004 2.013
C -0.4937 -3.7303 0.6656 -0.005 -0.013 0.010 -1.142
C -0.4713 -2.9326 3.0660 0.008 0.005 0.000 -1.302
C 1.7061 -3.2753 1.8019 -0.006 -0.001 -0.011 -1.325
H 0.3610 1.1288 -1.7215 0.001 0.001 -0.001 0.363
H 2.1142 -3.7024 0.8846 0.000 -0.003 0.001 0.398
H 0.1884 -2.7646 3.9137 0.010 0.000 -0.003 0.373
H -1.3435 -3.4882 3.4152 0.001 0.003 -0.003 0.574
H -4.3792 0.0550 -0.9945 0.000 0.000 -0.001 0.335
H -0.8443 -2.3790 -0.7634 -0.002 0.001 -0.001 0.435
H -2.1839 2.9952 1.8909 0.000 0.000 0.000 0.458
H 2.3149 -3.6252 2.6373 0.001 0.002 0.001 0.488
H -2.2293 3.0336 -1.8089 0.000 0.001 0.000 0.386
H -3.6186 2.1278 1.2654 0.000 0.000 0.000 0.440
H -1.5701 -3.7190 0.8488 0.003 0.001 -0.002 0.433
H -2.2574 1.2368 1.9310 0.000 -0.002 0.000 0.027
H -1.5349 4.0109 -0.5721 -0.001 0.000 0.000 0.376
H -0.7425 -5.6327 2.3579 0.000 0.000 0.000 0.430
H -3.1771 3.6292 -0.5751 0.000 0.000 0.000 0.340
H 1.6189 -5.2539 3.8352 0.000 0.000 0.000 0.342
H -0.2314 -4.6086 0.0701 0.003 0.002 -0.001 0.402
H 0.8995 -5.7995 1.7242 0.000 0.000 0.000 0.430
```
Forces are in eV/Å.

Output
HOMO energy (spin up / spin down) in eV: -7.646 / -7.635
Relative energy (zero: lowest compared OMol25 entry of this formula, charge and spin) in kcal/mol: 1.9
Molecular weight in g mol⁻¹: 523.02
Kohn-Sham gap (spin up / spin down) in Ha: 0.2587 / 0.2589

---

# 4
Entry from OMol25: a structure of composition C7H18F5I2IrO2P2Te in a non-equilibrium geometry (wB97M-V/def2-TZVPD).

Geometry as XYZ:
```
38
Properties=species:S:1:pos:R:3:forces:R:3:mulliken_charge:R:1
Ir 0.0057 0.4847 0.3699 0.040 -3.643 -3.376 1.455
I -2.2783 0.1994 -0.9062 0.040 -0.060 0.226 0.450
I 1.6926 0.0794 -1.6323 0.286 0.012 0.187 0.549
Te 2.0726 -1.4322 3.3581 4.111 -1.373 4.174 1.928
P 0.1375 -2.9290 0.2177 0.121 -3.193 -0.180 0.476
P 0.0427 2.6428 -0.1895 -0.094 4.535 0.181 0.573
F 3.4572 -1.6486 1.9659 -1.756 0.387 0.622 -0.426
F 2.4153 0.5351 3.3977 -0.947 -1.640 -0.652 -0.425
F 1.9881 -3.4188 3.4339 -0.305 2.253 -0.512 -0.408
F 3.5226 -1.5501 4.5701 -1.752 0.161 -1.574 -0.296
F 0.9732 -1.3447 4.9902 0.568 0.111 -2.123 -0.369
O -0.7762 0.9062 3.2555 1.798 -0.796 -4.194 -0.250
O 0.0958 -1.6067 1.0027 0.053 1.596 0.136 -0.627
C -1.2602 3.2717 -1.3451 0.135 -0.915 0.241 -1.322
C -1.0662 -3.0720 -1.1169 0.281 0.852 0.416 -1.211
C 1.7543 -3.3108 -0.4840 -0.363 0.626 0.428 -0.922
C -0.3674 0.7551 2.1823 -2.319 1.834 6.791 0.400
C 1.5552 3.3707 -0.9307 0.202 -0.728 0.223 -1.293
C -0.1708 3.6307 1.3317 -0.022 -0.213 0.046 -1.370
C -0.2048 -4.3325 1.3008 -0.235 0.439 0.124 -1.158
H -1.0009 -4.1020 -1.4844 -0.187 0.234 -0.133 0.419
H -0.8178 -2.3513 -1.9001 -0.026 -0.241 -0.307 0.308
H 1.3900 4.4397 -1.1360 -0.138 -0.357 0.064 0.452
H -1.2567 2.6839 -2.2684 0.097 0.184 -0.096 0.450
H -0.3508 -5.2383 0.6909 0.171 0.314 0.141 0.455
H 2.5047 -3.1616 0.3078 -0.046 -0.209 -0.310 0.316
H 1.9527 -2.6123 -1.3101 0.240 -0.388 -0.141 0.272
H -1.1296 -4.1498 1.8636 0.189 -0.060 -0.043 0.384
H -1.1785 3.4957 1.7371 0.040 0.051 -0.067 0.418
H 0.5497 3.3048 2.0917 -0.002 0.123 -0.152 0.468
H -2.2417 3.1701 -0.8747 -0.066 0.157 0.080 0.433
H -0.0095 4.6976 1.1418 -0.041 -0.177 -0.113 0.429
H 2.4035 3.2735 -0.2461 -0.068 0.013 -0.028 0.420
H 0.6293 -4.4665 1.9991 -0.197 -0.061 -0.114 0.349
H 1.8159 2.8654 -1.8694 -0.018 0.243 -0.085 0.462
H -2.0657 -2.8513 -0.7298 -0.059 -0.347 -0.039 0.335
H 1.7294 -4.3578 -0.8332 0.178 0.474 -0.021 0.442
H -1.0945 4.3266 -1.5951 0.094 -0.199 0.181 0.435
```
Forces are in eV/Å.

Output
HOMO energy (spin up / spin down) in eV: -20.412 / -21.237
Relative energy (zero: lowest compared OMol25 entry of this formula, charge and spin) in kcal/mol: 0.0
Charge: +3
Molecular weight in g mol⁻¹: 864.78
Multiplicity: 6
Kohn-Sham gap (spin up / spin down) in Ha: 0.3108 / 0.2082

---

# 5
Entry from OMol25: a cluster of 2 separate species, C7H18N2 in total in a non-equilibrium geometry (wB97M-V/def2-TZVPD).

Geometry as XYZ:
```
27
Properties=species:S:1:pos:R:3:forces:R:3:mulliken_charge:R:1
N 2.0901 -1.0322 0.5873 -1.096 0.212 0.742 -0.392
N 2.0043 -0.0360 -0.2982 -2.153 1.237 -1.222 0.049
C 3.0253 0.9816 -0.4250 0.080 -0.170 0.533 -1.106
C -1.6471 -0.0708 -0.2154 1.630 1.530 0.964 1.935
C -3.1146 0.3310 -0.2522 0.168 0.043 0.121 -1.839
C -1.4238 -1.2629 0.7018 -0.084 -0.037 -0.154 -1.394
C 3.0503 -1.1732 1.4007 0.756 -0.100 -0.140 -0.419
C -1.1577 -0.3781 -1.6237 -0.040 -0.057 0.144 -1.701
C -0.7992 1.2241 0.4087 -2.551 -0.966 0.059 -1.815
H 2.7461 1.6497 -1.2320 -0.069 0.082 -0.047 0.383
H 3.1504 1.5560 0.5043 0.085 0.082 -0.042 0.361
H 0.9741 0.3540 -0.3575 3.196 -1.465 0.016 0.107
H -3.4751 0.5816 0.7438 -0.045 0.047 0.087 0.412
H -3.7234 -0.4910 -0.6261 -0.031 -0.089 -0.094 0.415
H -1.2013 0.5065 -2.2576 0.004 0.079 -0.078 0.340
H -1.3891 1.5377 1.2710 -0.422 0.171 -0.028 0.476
H -0.1350 -0.7490 -1.6017 0.040 -0.084 -0.164 0.489
H -0.8787 2.0377 -0.3115 0.515 0.085 -0.003 0.375
H 3.9922 0.5322 -0.6746 -0.132 -0.017 0.013 0.313
H 2.9672 -1.9855 2.1056 0.054 -0.202 -0.005 0.245
H 3.9705 -0.5876 1.4191 -0.142 0.169 -0.059 0.297
H -0.3656 -1.5126 0.7584 0.038 -0.045 0.053 0.250
H -1.7919 -1.1441 -2.0713 0.019 -0.080 -0.073 0.450
H 0.1533 1.1276 0.9248 0.309 -0.438 -0.690 0.586
H -3.2677 1.1918 -0.9004 -0.057 0.104 -0.070 0.401
H -1.9589 -2.1324 0.3176 -0.058 -0.103 0.010 0.405
H -1.7947 -1.0559 1.7041 -0.014 0.014 0.128 0.375
```
Forces are in eV/Å.

Output
HOMO energy in eV: -8.513
Relative energy (zero: lowest compared OMol25 entry of this formula, charge and spin) in kcal/mol: 56.1
SMILES: CC(C)(C)C.C=NNC
Molecular weight in g mol⁻¹: 130.24
Kohn-Sham gap in Ha: 0.3452

---

# 6
Entry from OMol25: a cluster of 2 separate species, C7H18N2 in total (wB97M-V/def2-TZVPD).

Geometry as XYZ:
```
27
Properties=species:S:1:pos:R:3:forces:R:3:mulliken_charge:R:1
N -1.0871 -2.6777 0.7053 0.002 -0.115 0.413 -0.666
N 0.9523 -2.0058 -0.3469 0.013 -0.055 -0.053 -0.717
C -0.2834 -1.5463 0.2890 -0.062 0.044 0.036 -0.013
C 0.6458 2.2946 1.5427 0.164 0.053 -0.074 -1.249
C -1.8812 0.4303 0.0966 -0.082 -0.117 -0.123 -1.458
C -0.4212 -0.1361 -1.8764 -0.220 -0.235 0.008 -1.673
C 1.9528 1.6811 -0.4854 0.329 0.031 0.143 -1.118
C -1.1598 -0.6937 -0.6626 0.174 0.028 -0.085 0.862
C 1.5663 1.4272 0.7518 0.093 0.138 0.175 0.364
H 2.6569 1.0559 -1.0105 0.116 -0.153 -0.047 0.379
H -0.5902 -3.2366 1.3933 -0.099 0.020 -0.053 0.244
H -1.2615 -3.2720 -0.0986 0.026 -0.005 0.009 0.280
H 1.2245 2.8632 2.2664 0.034 0.111 0.195 0.378
H 1.5305 -1.2156 -0.6048 0.101 0.032 -0.030 0.154
H -0.0735 1.7004 2.0935 -0.206 -0.058 0.102 0.270
H 1.4807 -2.5721 0.3113 -0.035 0.099 -0.089 0.269
H 1.9571 0.5652 1.2778 0.101 -0.158 -0.043 0.354
H -0.0680 -0.9640 1.2025 -0.057 -0.060 -0.181 0.228
H -2.9338 0.4693 -0.1912 0.058 0.127 0.042 0.315
H -1.9180 -1.3864 -1.0421 0.049 0.025 0.017 0.483
H -1.8351 0.2614 1.1734 -0.121 0.052 -0.005 0.332
H -1.4277 1.4025 -0.1283 -0.079 -0.155 0.114 0.290
H 0.1205 2.9982 0.9029 -0.088 0.081 -0.030 0.316
H 0.3270 0.5911 -1.5804 -0.054 0.018 -0.078 0.112
H -1.1381 0.3536 -2.5328 -0.034 0.083 -0.098 0.462
H 0.0621 -0.9368 -2.4287 0.046 -0.031 -0.144 0.471
H 1.6023 2.5491 -1.0177 -0.169 0.201 -0.122 0.329
```
Forces are in eV/Å.

Output
HOMO energy in eV: -9.353
Relative energy (zero: lowest compared OMol25 entry of this formula, charge and spin) in kcal/mol: 27.6
SMILES: CC(C)C(N)N.C=CC
Molecular weight in g mol⁻¹: 130.24
Kohn-Sham gap in Ha: 0.3805